(1)
Density functional theory data (ωB97M-V with the def2-TZVPD basis set) for the molecule C13H17N5O3S2.

Structure (XYZ):
```
40
C13H17N5O3S2, DFT ωB97M-V with the def2-TZVPD basis set
S 1.1385 -1.9439 -3.4418
S -0.5186 0.6860 3.1276
O -1.8038 0.0623 3.2549
O -0.0670 1.5317 4.1975
O 1.0433 1.4395 -3.2331
N -0.6852 -2.1129 -1.3889
N 0.5990 -0.5327 2.7762
N 1.0075 -3.4720 -1.2062
N -0.6463 0.6091 -1.9326
N 0.2427 -3.6991 -0.1262
C 0.1985 0.6085 -2.9939
C -0.5732 0.8373 0.4355
C -0.0175 -0.6052 -3.8970
C -0.3838 2.9640 1.5268
C 0.3815 -1.7759 3.4818
C -0.5309 2.8537 -0.8955
C 1.9523 -0.0344 2.8247
C -0.4240 3.5802 0.2875
C -0.5673 1.4558 -0.8105
C 0.4373 -2.5083 -1.9624
C -0.4765 1.5878 1.5849
C -0.6447 3.5619 -2.2051
C -0.7550 -2.8691 -0.2690
H 2.2669 0.1953 3.8489
H -0.6935 -1.9226 3.5502
H 2.6236 -0.7782 2.3961
H 1.8582 -3.9862 -1.3674
H 0.2696 3.4336 -2.7836
H -1.0674 -0.3003 -1.7195
H -0.6424 -0.2350 0.5216
H -1.5579 -2.7855 0.4332
H 1.9985 0.8776 2.2319
H 0.8260 -2.5940 2.9130
H 0.2544 -0.3517 -4.9210
H -1.0300 -1.0001 -3.8470
H -0.3834 4.6578 0.2308
H -0.2967 3.5267 2.4422
H -1.4605 3.1412 -2.7914
H 0.8062 -1.7583 4.4916
H -0.8227 4.6227 -2.0540
```

Summary:
**SMILES**: Cc1ccc(S(=O)(=O)N(C)C)cc1NC(=O)CSc1ncn[nH]1
**ΔE to the lowest compared entry with this formula, charge and spin**: 0.0 kcal/mol

---

(2)
Density functional theory data (ωB97M-V with the def2-TZVPD basis set) for a structure of composition C25H41Br3Cl5CsF3IKLiO11PS.

Structure (XYZ):
```
94
C25H41Br3Cl5CsF3IKLiO11PS, DFT ωB97M-V with the def2-TZVPD basis set
Cs 4.6599 4.4977 -2.4147
I 4.6218 2.2400 -5.5529
Br -6.2423 -3.7951 8.7736
Br -7.5459 -3.7296 5.8684
Br -6.7593 -1.0146 7.3290
K 0.9833 4.0541 -2.6005
Cl -0.0351 2.6167 2.1884
Cl 1.5447 2.4847 -8.2689
Cl 2.4269 3.3553 -1.0207
Cl -0.5913 5.0002 4.4491
Cl -0.2001 0.7537 -6.6745
S -4.1197 -3.3641 -4.9525
P 5.2151 -0.2157 -1.1389
F -3.2789 -0.9022 -5.3864
F -5.3404 -1.0038 -4.7588
F -4.8028 -1.5374 -6.7716
O -2.0983 0.5676 -1.0570
O -3.0873 -3.7984 -5.8636
O 0.5650 -3.6512 -1.6534
O 3.8449 -0.1508 -3.9965
O -4.5033 -0.9610 10.3518
O -3.1068 2.5289 -0.9156
O -3.7034 -3.1790 -3.5791
O -5.4185 -3.9596 -5.1381
O -0.8359 -0.8584 -3.9036
O -3.6518 2.4354 6.3820
O -0.8716 2.4189 -1.1533
C 0.2931 5.2226 2.9066
C 4.5122 1.1395 0.0598
C 2.8401 -2.9239 -1.2063
C -3.4629 0.2634 -0.7088
C 0.0357 -2.4882 -1.1089
C 2.1374 1.5388 -0.8808
C 5.4043 1.0839 -2.6181
C 5.0653 -2.7986 -2.4902
C -7.3712 -2.8325 7.5564
C -4.4016 -1.6272 -5.4968
C 1.4456 1.0427 -7.2344
C 5.9712 -1.6013 -2.1981
C -4.3108 -0.1900 9.4467
C 1.8156 -4.0333 -1.0829
C -1.9458 1.8812 -1.0436
C -0.2870 4.3463 1.8291
C -5.0042 1.1247 9.3867
C 2.9980 0.9724 0.2165
C -4.1669 1.5504 -1.0819
C -3.8430 1.6442 7.2994
C 4.3071 -3.3932 -1.3007
C -3.3644 -0.5141 8.3443
C -4.7835 1.9751 8.3872
C -3.1497 0.3416 7.3500
C 4.5762 0.7683 -3.8197
Li -1.9804 3.1362 4.2954
H 2.7751 -2.2434 -0.3666
H -3.5103 0.0480 0.3594
H 6.4410 1.0613 -2.9295
H 6.5732 0.1800 -0.7125
H 2.1244 -4.9385 -1.5741
H 4.3737 -2.6057 -3.2966
H -4.4941 1.5665 -2.1202
H -5.2760 2.9369 8.3236
H -0.4234 -1.5997 -3.4474
H 2.7362 1.4411 1.1607
H 5.7082 -3.5864 -2.8653
H 6.8254 -1.9649 -1.6408
H 4.8212 -3.2351 -0.3675
H 0.1888 4.5591 0.8707
H 0.3550 -1.6067 -1.6646
H 3.8533 -0.5401 -1.5419
H -5.0109 1.7814 -0.4401
H 5.1982 2.1247 -2.3459
H 0.3110 -2.3389 -0.0634
H 2.0142 1.2176 -6.3398
H 1.3387 5.0069 3.1057
H 1.6052 -4.1922 -0.0278
H 2.7916 -0.0827 0.3407
H 1.8396 0.1913 -7.7750
H -0.5014 -0.9176 -4.8044
H -1.3572 4.5057 1.7193
H 4.9243 0.9178 1.0338
H -8.3541 -2.7801 7.9981
H 4.2952 -4.4676 -1.4402
H -1.0422 -2.5068 -1.1687
H -2.4659 0.1232 6.5389
H 4.8262 2.1722 -0.1534
H 5.1735 -1.1222 0.0061
H 0.2025 6.2683 2.6212
H 2.4048 1.0793 -1.8218
H -5.6887 1.3446 10.1955
H 6.3705 -1.2275 -3.1385
H -3.8195 -0.6008 -1.2607
H 2.6366 -2.3303 -2.0842
H -2.8702 -1.4754 8.4023
H 1.1074 1.3755 -0.6339
```

Summary:
**Total charge**: +1

---

These records have molecular weight values of 355.4; 1360.5 g/mol, in the order they appear.
These records have gap between HOMO and LUMO values of 9.31; 4.09 eV, in the order they appear.